No. 1
Formula: C21H30N3O6PRhS4
Source: the OMol25 dataset
Level of theory: ωB97M-V with the def2-TZVPD basis set

ORCA input file:
```
! RIJCOSX wB97M-V def2-TZVPD def2/J DEFGRID3
* xyz 0 2
O -3.926 -0.301 -2.511
H -3.101 4.114 -4.331
O 4.736 -2.197 4.749
O 2.520 1.891 0.430
H -5.766 -0.926 -1.910
C -5.977 0.467 -3.555
H 0.028 -3.071 -0.639
H -1.324 3.000 -2.951
C 0.426 5.487 -2.349
C -2.322 3.190 -2.553
C -0.216 5.432 -1.120
C 3.494 -1.262 1.428
H -7.039 0.646 -3.381
N 1.377 1.081 3.123
H 1.754 3.106 2.862
H -5.410 0.749 -1.482
C 0.070 4.403 -0.234
Rh -1.049 -0.676 -0.131
C 1.411 2.358 0.378
H -3.999 4.502 -2.853
H 3.055 3.325 4.991
C 1.019 3.442 -0.572
H -0.419 4.367 0.731
H -0.557 1.976 0.791
S -2.803 0.895 0.014
O 2.699 -0.833 4.898
H -5.520 1.391 -3.905
C 2.149 -2.748 2.758
H 0.254 2.109 5.364
C 3.199 -1.843 2.651
H 1.530 0.292 3.776
H 0.202 6.290 -3.040
H 1.872 4.572 -3.646
H 2.426 2.766 -2.030
H 4.317 -0.563 1.360
H 2.750 1.635 5.337
H -0.933 6.194 -0.845
S -1.023 -0.153 -2.440
C 0.488 0.958 2.188
C -3.006 4.328 -3.266
C 2.651 -1.474 0.345
H 0.903 -1.914 -1.370
H -2.240 3.375 -1.481
H 3.195 2.069 2.923
N 0.476 -2.171 -0.485
H 2.819 -0.934 -0.582
C 0.994 2.903 5.490
C 2.327 2.520 4.862
N 0.366 1.933 1.207
H 1.936 -3.197 3.719
H -5.877 -0.292 -4.330
H -2.416 5.237 -3.149
S 3.917 -1.175 4.151
O -3.125 1.999 -2.755
C 1.674 3.509 -1.797
P -2.798 0.658 -1.981
H 1.105 3.069 6.562
O 4.624 0.016 3.688
C -5.330 0.002 -2.274
C 1.367 4.523 -2.690
H 0.419 -3.575 1.793
C 1.523 -2.254 0.512
C 1.302 -2.956 1.684
C 2.220 2.258 3.368
S -0.650 -0.324 2.175
H 0.588 3.817 5.048
*
```

ΔE to the lowest compared entry with this formula, charge and spin (kcal/mol): 5.65
Gap between HOMO and LUMO (spin up / spin down) (eV): 7.5 / 6.4
<S²>: 0.75
HOMO (spin up / spin down) (eV): -8.30 / -8.30
LUMO energy (spin up / spin down) (eV): -0.80 / -1.86



No. 2
Formula: C21H30N4O2S
Source: the OMol25 dataset
Level of theory: ωB97M-V with the def2-TZVPD basis set

ORCA input file:
```
! RIJCOSX wB97M-V def2-TZVPD def2/J DEFGRID3
* xyz 0 1
C -1.090 0.284 -0.673
H -0.055 -0.771 2.734
C 0.000 1.753 3.234
C 0.259 -3.934 -2.558
H -0.814 1.101 3.560
H 3.544 1.528 0.381
S -0.349 4.639 -0.164
H 0.869 -1.092 0.498
C -0.690 -1.763 -1.914
H -0.133 -4.774 -3.139
H -0.986 3.581 3.740
N -1.352 2.303 0.627
H 2.766 -1.119 -1.133
H 1.772 2.749 1.568
H -2.558 2.357 2.286
H 1.559 -0.413 3.396
H 4.396 -0.706 -0.596
C -0.361 1.022 -1.608
O 0.161 -5.217 -0.490
H 0.308 2.931 -2.067
C -1.254 -1.087 -0.832
C -1.763 2.967 1.852
H 0.946 -3.363 -3.179
H 1.947 1.089 -0.240
N -0.862 -3.119 -2.127
H 3.654 -2.217 -0.070
H 0.736 0.927 -3.449
C 1.012 -4.470 -1.330
H 1.440 -3.622 -0.773
H -2.577 -3.309 -0.936
C 0.020 -0.993 -2.856
C -1.633 0.944 0.519
H -2.148 3.956 1.596
H 0.435 -1.468 -3.731
C -1.720 -3.899 -1.255
C -0.603 3.102 2.838
H 0.157 3.758 2.414
H 2.652 1.678 2.679
H 1.715 -2.130 1.659
N -0.205 2.370 -1.400
C 2.611 1.016 0.623
C -0.655 3.021 -0.297
C 1.958 1.703 1.817
H -1.813 -1.592 -0.062
H 1.812 -5.148 -1.631
H 3.587 -0.529 1.751
H 0.677 1.907 4.095
H -1.554 -5.103 0.553
N 0.694 1.067 2.152
C 2.874 -0.458 0.920
H -0.577 -3.605 0.567
C 0.916 -0.327 2.500
C 1.554 -1.095 1.347
C -0.935 -4.440 -0.053
C 3.460 -1.170 -0.295
H -2.085 -4.749 -1.844
C 0.184 0.365 -2.710
O -2.301 0.371 1.353
*
```

ΔE to the lowest compared entry with this formula, charge and spin (kcal/mol): 30.83
Gap between HOMO and LUMO (eV): 7.8
HOMO (eV): -7.59
LUMO energy (eV): 0.25
SMILES: CC1CCN(CCCn2c(=S)[nH]c3ccc(N4CCOCC4)cc3c2=O)CC1



No. 3
Formula: C21H30N4O7S
Source: the OMol25 dataset
Level of theory: ωB97M-V with the def2-TZVPD basis set

ORCA input file:
```
! RIJCOSX wB97M-V def2-TZVPD def2/J DEFGRID3
* xyz 0 1
C 0.654 1.773 0.583
H -0.546 0.166 -1.105
N -3.224 -1.162 0.463
N 5.743 -2.149 -0.409
H -3.221 2.067 1.450
O -3.996 -2.664 -1.044
H 2.564 2.243 -2.535
H 0.497 4.242 -3.415
H -7.981 -1.019 0.493
C 3.274 -2.301 0.103
C -0.834 1.902 0.938
O -1.132 2.675 1.834
H 1.277 -2.018 0.846
S 1.319 0.263 2.573
O 1.731 0.410 3.931
H -4.480 -0.121 1.755
C -4.197 -1.874 -0.150
H 1.030 2.482 2.458
H -2.765 -0.232 2.252
C 0.674 2.900 -1.727
H -0.373 2.584 -1.769
H -7.626 -2.311 1.642
O 0.068 -0.397 2.298
N -1.768 1.227 0.239
H 5.381 -3.131 -2.213
C 5.977 -3.246 -1.306
C 1.531 1.904 -2.507
C 2.295 -1.663 0.852
H 5.725 -4.192 -0.825
O 6.174 -0.374 0.862
H -2.253 0.322 -1.553
H -1.802 -2.004 -0.775
H 0.896 0.829 0.095
C -3.449 -0.092 1.408
C -1.561 0.161 -0.717
C 6.734 -1.283 0.014
H 0.132 4.992 -1.861
H 0.692 3.871 0.203
C 2.600 -0.564 1.635
C 4.849 -0.666 0.977
C 4.555 -1.786 0.178
H -3.812 1.418 -0.108
C 3.879 -0.034 1.721
H -1.188 -1.341 0.782
H 1.173 1.816 -3.530
H 3.045 -3.160 -0.506
O -5.418 -1.627 0.372
C -6.481 -2.408 -0.174
C 1.106 2.973 -0.259
H 1.806 4.650 -2.304
H 1.513 0.915 -2.055
H 4.077 0.819 2.347
C -3.135 1.249 0.735
H -8.577 -2.659 0.190
C -7.751 -2.077 0.589
C -1.876 -1.189 -0.055
H 2.194 3.037 -0.199
H -6.227 -3.469 -0.084
N 1.388 1.762 1.837
H -6.584 -2.174 -1.239
O 7.886 -1.310 -0.304
H 7.036 -3.237 -1.562
C 0.784 4.284 -2.367
*
```

ΔE to the lowest compared entry with this formula, charge and spin (kcal/mol): 0.00
Gap between HOMO and LUMO (eV): 9.2
HOMO (eV): -8.91
LUMO energy (eV): 0.32
SMILES: CCOC(=O)N1CCN(C(=O)[C@@H](CC(C)C)NS(=O)(=O)c2ccc3c(c2)oc(=O)n3C)CC1



No. 4
Formula: C21H30NO11
Source: the OMol25 dataset
Level of theory: ωB97M-V with the def2-TZVPD basis set

ORCA input file:
```
! RIJCOSX wB97M-V def2-TZVPD def2/J DEFGRID3
* xyz 1 1
H -4.558 4.193 -3.063
H -3.090 0.505 -3.346
H 3.535 0.310 4.916
H -1.186 3.245 5.128
C 1.775 1.317 0.849
C 3.678 -2.127 -5.056
H -0.272 -2.230 -2.271
C -2.738 1.275 -2.658
O 1.060 -4.570 -4.512
O 1.478 0.623 2.081
H -2.619 2.197 5.376
H 3.522 0.115 6.722
H 4.633 -2.638 -5.184
O -0.688 -3.223 -4.031
C 0.484 -3.377 -4.246
C 0.488 -1.558 -0.459
N -0.538 -1.839 -1.354
H -4.454 3.233 -1.601
H 1.374 -0.753 5.158
H 2.358 -4.224 -6.071
C -4.397 3.179 -2.691
H 3.288 -1.854 -6.039
C 1.458 0.171 5.787
H 3.852 -1.193 -4.519
H 3.035 -3.144 -3.274
C 2.693 -2.990 -4.303
O 1.054 2.222 4.610
C 1.360 -0.788 1.841
C 2.384 -4.294 -4.980
H 2.474 0.666 0.239
O -1.988 3.426 -2.547
O 1.399 -2.372 -4.252
H 3.086 1.695 5.969
H -2.312 2.856 2.934
H 1.169 -1.262 2.840
C -1.265 -0.798 1.260
H 3.071 -5.088 -4.692
H -3.364 -0.954 0.488
H 0.863 1.517 0.224
C 0.537 1.336 5.250
C -1.602 2.225 4.887
C -1.584 -0.282 2.713
O 0.161 2.915 -2.073
H 1.557 -1.735 -0.721
H 1.128 -0.113 6.830
H -2.628 -1.874 -1.819
H -0.697 2.094 2.833
C -3.048 2.665 -3.138
C -1.703 1.993 3.338
H 2.280 2.302 1.055
C 0.148 -1.037 0.870
H -3.121 1.063 -1.655
O -1.079 -0.920 3.596
C -2.285 -1.100 0.253
H 2.336 -1.165 1.419
O -0.795 1.261 5.594
C -0.939 2.578 -2.378
C 2.978 0.586 5.857
H -2.956 2.744 -4.226
O -1.312 1.285 -2.600
C -1.856 -1.616 -1.052
H -5.204 2.542 -3.058
O -2.418 0.786 2.953
*
```

Gap between HOMO and LUMO (eV): 7.8
HOMO (eV): -12.27
LUMO energy (eV): -4.50



No. 5
Formula: C21H30NO3P
Source: the OMol25 dataset
Level of theory: ωB97M-V with the def2-TZVPD basis set

ORCA input file:
```
! RIJCOSX wB97M-V def2-TZVPD def2/J DEFGRID3
* xyz 0 1
H -0.946 0.985 -2.069
C 4.717 1.209 1.577
C -1.699 1.531 -0.120
H 3.646 -0.059 3.355
H 2.867 -0.532 -3.370
C -2.828 2.050 -2.141
H -3.772 -0.256 -0.685
H 2.970 -3.064 -0.121
H 2.932 2.606 -0.897
H -0.422 1.008 1.889
H 2.973 -1.215 0.311
H -4.923 -0.295 0.680
H 3.060 -3.021 -2.491
C -2.430 2.005 0.703
H 0.694 1.870 -0.716
O -1.488 -1.613 -0.663
H -4.585 -3.451 1.710
C 2.086 1.455 0.680
C -1.867 1.485 -1.379
H -2.798 -0.798 1.637
C 3.137 1.987 0.236
H -2.365 2.047 1.906
C 2.758 -2.015 -1.798
H 0.806 -2.823 -1.181
H -4.808 -1.934 2.536
C 2.285 0.534 1.783
H -4.952 -1.747 -0.379
H 1.400 0.172 2.387
P -0.110 -0.806 0.150
C 3.347 -0.594 -2.493
H 4.437 -2.131 -0.412
H 5.768 0.765 2.038
C 3.575 0.397 2.237
C 1.301 -2.070 -1.771
C -3.624 2.501 0.148
H -4.406 2.991 0.806
C -3.337 -1.735 0.881
N 0.743 1.681 0.095
C -2.279 -2.359 0.202
C -4.063 -2.582 2.102
H 5.138 2.322 -0.052
H -3.283 -2.875 2.608
C -3.710 2.410 -1.232
H -4.528 3.039 -1.844
H 0.887 -1.741 -2.869
H -2.936 1.953 -3.163
H 4.432 -0.609 -2.879
H 3.197 0.188 -1.959
C 3.485 -2.033 -0.547
C -4.361 -0.935 0.203
O 0.731 -0.757 -1.053
C 4.459 1.770 0.234
C -0.349 1.016 0.538
H -1.732 -2.700 0.892
O 0.333 -1.833 1.022
H -2.907 -2.884 -0.610
*
```

ΔE to the lowest compared entry with this formula, charge and spin (kcal/mol): 436.28
Gap between HOMO and LUMO (eV): 8.8
HOMO (eV): -8.17
LUMO energy (eV): 0.65



No. 6
Formula: C21H30O4
Source: the OMol25 dataset
Level of theory: ωB97M-V with the def2-TZVPD basis set

ORCA input file:
```
! RIJCOSX wB97M-V def2-TZVPD def2/J DEFGRID3
* xyz 0 1
H 3.054 5.062 3.760
C 0.358 -0.567 2.126
H 2.598 -0.238 3.662
H -1.058 2.149 -6.576
C 1.247 0.637 2.233
C -3.080 1.010 -0.143
O -2.479 -0.246 0.038
H -0.097 -4.932 -3.300
C -1.497 1.137 -6.576
H -1.748 -0.805 2.317
O -0.698 0.253 -7.329
H -0.635 0.584 -8.230
H 0.396 -3.633 0.718
H -3.482 1.285 0.832
H 1.594 -1.583 0.779
O -1.378 -2.571 0.512
H 3.829 1.770 3.262
H -2.505 1.218 -7.019
C -0.898 -0.549 2.945
H -0.482 -1.025 -5.376
C -0.541 -2.179 -3.058
C -1.861 -0.831 -1.029
H -0.035 -2.689 -3.862
H 1.465 -4.158 -2.902
H -3.897 0.968 -0.870
C 0.689 -1.610 1.371
H -2.241 1.325 -4.548
C -1.247 -2.066 -0.755
O -0.027 -3.950 -1.473
C 2.846 1.875 3.705
H -0.509 -3.200 2.193
H -1.064 0.431 3.384
C 2.518 3.046 4.237
H 1.333 3.816 5.838
C 1.190 3.367 4.856
H 4.416 3.934 3.757
C -1.815 -0.290 -2.303
C -1.633 0.673 -5.159
H 0.936 -5.611 -2.018
H 3.713 4.479 5.283
C -1.067 -0.434 -4.685
C -0.165 -2.838 1.219
H -0.843 -1.285 3.748
C 3.487 4.193 4.256
C -0.589 -2.743 -1.792
C 1.979 0.659 3.589
H 0.650 1.547 2.143
H 1.245 0.622 4.394
H -2.282 0.657 -2.506
H 0.562 2.489 4.964
H 0.660 4.092 4.237
H 1.988 0.635 1.431
C 0.600 -4.689 -2.491
H -2.350 1.764 -0.458
C -1.151 -0.957 -3.331
*
```

ΔE to the lowest compared entry with this formula, charge and spin (kcal/mol): 77.25
Gap between HOMO and LUMO (eV): 8.4
HOMO (eV): -7.64
LUMO energy (eV): 0.74
SMILES: COc1cc(/C=C/CO)cc(OC)c1OC/C=C(\C)CCC=C(C)C



No. 7
Formula: C21H31AuBN5O9P2
Source: the OMol25 dataset
Level of theory: ωB97M-V with the def2-TZVPD basis set

ORCA input file:
```
! RIJCOSX wB97M-V def2-TZVPD def2/J DEFGRID3
* xyz 0 3
H -1.195 -4.869 1.049
H -0.662 -3.755 -0.223
H 3.581 0.588 2.595
O 3.070 1.712 0.413
C 3.095 -0.148 3.237
H 7.569 2.044 -0.473
H 3.819 -0.925 3.494
C -3.274 -3.342 0.542
C -0.914 -3.835 0.841
C 3.938 1.930 -1.647
H -0.034 -3.597 1.432
H -4.612 0.513 2.205
N 1.953 -0.763 2.571
C -0.431 1.049 5.046
H -1.418 0.739 5.403
C -2.048 0.752 -4.653
O -3.869 0.954 -6.201
C -0.664 0.702 -4.608
H 5.754 1.806 1.222
H 1.042 -1.982 4.712
H -3.859 1.175 -3.527
H 1.426 -1.847 0.841
H 2.775 0.343 4.154
O -1.528 -0.589 0.080
H 2.905 -0.894 0.692
H 7.040 2.211 -2.861
C 4.918 2.067 -2.602
H -2.842 -2.426 3.566
O 0.037 1.146 2.173
H 0.144 1.407 5.903
O -0.417 -1.383 2.247
C 4.236 1.837 -0.298
H -0.485 -1.665 5.555
H -0.090 0.392 -5.469
H -0.551 1.860 4.334
C -2.081 1.452 -2.385
H -3.181 -3.300 -0.548
H -3.131 1.218 2.899
O 2.577 1.867 -1.809
H -2.799 -0.836 4.364
C 5.531 1.873 0.166
C 2.314 -1.511 1.369
C -2.837 1.858 -1.115
N -0.750 1.413 -2.351
H 2.905 -2.385 1.655
H -4.076 -2.672 0.846
H 1.030 1.051 -3.309
N -2.976 -0.788 2.261
H 1.023 -0.954 6.153
C -2.779 1.135 -3.542
H 4.674 2.146 -3.653
C -2.751 0.356 -5.914
N 0.272 -0.059 4.412
C 0.471 -1.228 5.251
B 2.024 1.742 -0.521
O -2.378 -0.499 -6.692
C -0.046 1.049 -3.422
H -3.540 -4.359 0.832
P -1.758 -1.335 1.327
H -3.262 0.980 1.155
C 6.535 2.009 -0.792
P 0.452 -0.140 2.788
Au 0.012 1.685 -0.210
O -2.115 2.278 -0.154
O -4.055 1.756 -1.153
N -2.027 -2.967 1.210
C 6.235 2.104 -2.146
C -3.243 -1.415 3.547
H -4.321 -1.463 3.712
C -3.525 0.560 2.118
*
```

ΔE to the lowest compared entry with this formula, charge and spin (kcal/mol): 3.76
Gap between HOMO and LUMO (spin up / spin down) (eV): 7.6 / 5.8
<S²>: 2.01
HOMO (spin up / spin down) (eV): -7.89 / -8.83
LUMO energy (spin up / spin down) (eV): -0.25 / -3.03



No. 8
Formula: C21H31AuClN2O3
Source: the OMol25 dataset
Level of theory: ωB97M-V with the def2-TZVPD basis set

ORCA input file:
```
! RIJCOSX wB97M-V def2-TZVPD def2/J DEFGRID3
* xyz -1 3
H 0.374 -4.071 1.414
O -1.528 -2.866 2.548
H 3.568 0.064 -1.121
H -1.130 3.995 -1.534
H -0.931 4.008 4.083
C 0.522 -3.003 1.244
O 2.193 2.156 -2.863
H -1.091 2.334 -2.186
C 0.686 -3.071 -2.544
H 2.882 -1.649 -4.436
C 1.489 -1.967 -2.814
C 1.964 -1.192 -1.740
O 0.084 2.759 2.808
C -3.537 -0.919 0.690
H -2.480 -1.539 3.823
C -2.615 -1.930 2.806
C 0.704 2.949 -1.179
H -3.365 -0.179 -0.098
C -0.079 3.314 4.107
H -3.559 -2.481 2.739
C 0.376 -3.459 -1.242
H -0.736 -5.131 -1.953
H -1.678 0.624 3.142
H -4.511 -0.731 1.151
H 3.356 -0.020 -2.899
C -2.452 -0.832 1.748
H -2.265 1.332 1.631
H -0.286 2.527 4.852
H -1.438 -4.385 -0.507
H -3.549 -1.919 0.241
H 0.302 -3.663 -3.378
C 1.806 -1.588 -4.229
C -2.453 0.547 2.373
C 2.838 0.002 -1.940
H 0.731 3.560 -3.309
C -0.491 -4.657 -0.997
H -1.290 2.603 -0.426
H 0.009 -5.403 -0.366
H -3.434 0.720 2.835
N 1.193 1.577 -0.947
Cl 2.349 0.889 2.927
H 0.834 4.889 -0.298
H 1.474 -0.567 -4.462
C 0.848 -2.679 -0.175
C 1.545 -1.510 -0.456
C -0.804 2.966 -1.339
C -0.739 -2.286 1.633
H 2.123 4.163 -2.351
H 2.203 3.816 0.082
C 1.115 3.860 -0.042
N -1.143 -1.152 1.148
H 1.295 -2.276 -4.911
H 0.824 3.859 4.425
C 2.036 1.261 -1.878
H 0.898 2.179 2.856
C 1.415 3.334 -2.483
H 0.637 3.571 0.906
Au 1.595 -0.120 0.988
H 1.312 -2.615 1.905
*
```

ΔE to the lowest compared entry with this formula, charge and spin (kcal/mol): 1.94
Gap between HOMO and LUMO (spin up / spin down) (eV): 2.6 / 6.1
<S²>: 2.02
HOMO (spin up / spin down) (eV): 0.24 / -4.33
LUMO energy (spin up / spin down) (eV): 2.81 / 1.79